P:
Entry from the Open Molecules 2025 dataset: one molecule with the formula C4H3NS (ωB97M-V with the def2-TZVPD basis set).

Each atom is followed by the atoms it is bonded to, with distances in Å.
CARTESIAN COORDINATES (ANGSTROEM)
1 S -2.19060 0.09872 -0.55002  C3 1.913, C4 1.803
2 N 2.62303 0.24320 -0.85669  C6 1.152
3 C -1.82453 1.11588 1.02861  S1 1.913, C4 1.317, H7 1.030
4 C -0.84409 0.33529 0.62528  S1 1.803, C3 1.317, C5 1.677
5 C 0.73656 -0.07877 1.00070  C4 1.677, C6 1.525, H8 1.116, H9 1.071
6 C 1.81742 0.21940 -0.03338  N2 1.152, C5 1.525
7 H -2.27097 1.74441 1.71124  C3 1.030
8 H 0.77240 -1.12880 1.37660  C5 1.116
9 H 0.88536 0.52824 1.87061  C5 1.071

Summary:
- 2S+1: 1
- E_LUMO: 0.42 eV
- SMILES: N#CCC1=CS1
- Total charge: 0


Q:
Entry from the Open Molecules 2025 dataset: one molecule with the formula C4H3NS (ωB97M-V with the def2-TZVPD basis set).

Each atom is followed by the atoms it is bonded to, with distances in Å.
CARTESIAN COORDINATES (ANGSTROEM)
1 S -3.05618 -0.78874 -0.99142  C5 1.569
2 N 2.00456 0.43568 -1.53088  C6 1.131
3 C 0.74816 -0.17220 0.56866  C4 1.522, C6 1.404, H7 1.043, H8 1.204
4 C -0.66774 0.25387 0.20972  C3 1.522, C5 1.314, H9 1.104
5 C -1.67840 -0.30047 -0.42079  S1 1.569, C4 1.314
6 C 1.54008 0.07346 -0.56491  N2 1.131, C3 1.404
7 H 1.07430 0.47433 1.31871  C3 1.043
8 H 0.92664 -1.28836 0.98360  C3 1.204
9 H -0.89142 1.31244 0.42733  C4 1.104

Summary:
- 2S+1: 1
- E_LUMO: -0.66 eV
- SMILES: N#CCC=C=S
- Total charge: 0


Most stable: Q (next structure +0.0532 hartree)


P:
Entry from the Open Molecules 2025 dataset: one molecule with the formula C3H10Si3 (ωB97M-V with the def2-TZVPD basis set).

Each atom is followed by the atoms it is bonded to, with distances in Å.
CARTESIAN COORDINATES (ANGSTROEM)
1 Si 2.34044 1.06475 -0.02754  C6 1.860, H7 1.480, H12 1.513, H14 1.498
2 Si -0.17186 -2.23045 0.77620  C4 1.869, H8 1.548, H11 1.378, H13 1.542
3 Si -2.19998 1.37200 -0.36077  C5 1.855, H9 1.441, H10 1.423, H15 1.466
4 C 0.19635 -0.92908 -0.51410  Si2 1.869, C5 1.542, C6 1.516, H16 1.089
5 C -0.64882 0.35994 -0.46097  Si3 1.855, C4 1.542, C6 1.276
6 C 0.57516 0.48665 -0.12429  Si1 1.860, C4 1.516, C5 1.276
7 H 2.48822 0.28855 1.22425  Si1 1.480
8 H 0.53734 -1.63315 2.01552  Si2 1.548
9 H -2.87566 1.49130 0.90638  Si3 1.441
10 H -1.67612 2.60409 -0.84202  Si3 1.423
11 H 0.06764 -3.37537 0.04707  Si2 1.378
12 H 2.23723 2.49803 0.44734  Si1 1.513
13 H -1.69517 -2.21629 1.01586  Si2 1.542
14 H 3.21761 0.68380 -1.18047  Si1 1.498
15 H -2.95797 0.67931 -1.40684  Si3 1.466
16 H 0.56559 -1.14407 -1.51563  C4 1.089

Summary:
- 2S+1: 1
- E_LUMO: 0.73 eV
- SMILES: [SiH3]C1=C([SiH3])C1[SiH3]
- Total charge: 0


Q:
Entry from the Open Molecules 2025 dataset: one molecule with the formula C3H10Si3 (ωB97M-V with the def2-TZVPD basis set).

Each atom is followed by the atoms it is bonded to, with distances in Å.
CARTESIAN COORDINATES (ANGSTROEM)
1 Si 1.38991 -1.44894 1.08387  C5 2.111, H10 1.431, H11 1.519, H14 1.483
2 Si 1.19604 1.67557 0.25227  C5 1.860, H7 1.476, H8 1.476, H13 1.593
3 Si -2.54495 -0.26062 -0.34224  C4 1.830, H9 1.470, H12 1.375, H15 1.430
4 C -0.79357 -0.20445 -0.87055  Si3 1.830, C5 1.518, C6 1.262
5 C 0.56338 -0.00843 -0.21948  Si1 2.111, Si2 1.860, C4 1.518, C6 1.586
6 C 0.10254 -0.00774 -1.73678  C4 1.262, C5 1.586, H16 0.990
7 H 1.91177 2.41746 -0.80455  Si2 1.476
8 H 1.97135 1.72010 1.50702  Si2 1.476
9 H -3.17865 0.06238 -1.62917  Si3 1.470
10 H 1.87699 -0.69596 2.19933  Si1 1.431
11 H 0.46326 -2.63392 1.29239  Si1 1.519
12 H -2.82618 -1.49038 0.20421  Si3 1.375
13 H -0.09685 2.50939 0.66653  Si2 1.593
14 H 2.50755 -2.22020 0.48875  Si1 1.483
15 H -2.95017 0.76198 0.57145  Si3 1.430
16 H 0.40759 -0.17624 -2.66304  C6 0.990

Summary:
- 2S+1: 1
- E_LUMO: 0.74 eV
- SMILES: [SiH3]C1=CC1([SiH3])[SiH3]
- Total charge: 0


R:
Entry from the Open Molecules 2025 dataset: one molecule with the formula C3H10Si3 (ωB97M-V with the def2-TZVPD basis set).

Each atom is followed by the atoms it is bonded to, with distances in Å.
CARTESIAN COORDINATES (ANGSTROEM)
1 Si 2.10570 0.13189 -1.66443  C6 1.872, H10 1.559, H11 1.635, H13 1.444
2 Si -0.05013 -0.62282 2.23334  C4 2.190, H9 1.418, H15 1.490, H16 1.484
3 Si -1.98278 -0.53456 -0.29863  C4 1.956, H7 1.498, H8 1.386, H14 1.529
4 C -0.41441 0.43618 0.35180  Si2 2.190, Si3 1.956, C5 1.519, C6 1.536
5 C -0.22408 1.70114 -0.46754  C4 1.519, C6 1.282, H12 1.126
6 C 0.67658 0.80992 -0.66336  Si1 1.872, C4 1.536, C5 1.282
7 H -3.10030 -0.50610 0.69792  Si3 1.498
8 H -1.83976 -1.88083 -0.59385  Si3 1.386
9 H -0.58895 -1.92758 2.36625  Si2 1.418
10 H 1.36645 -0.09934 -3.01756  Si1 1.559
11 H 3.30613 1.19071 -1.99735  Si1 1.635
12 H -0.43046 2.80736 -0.43526  C5 1.126
13 H 2.59168 -0.97453 -0.87459  Si1 1.444
14 H -2.26837 0.05662 -1.67921  Si3 1.529
15 H 1.38625 -0.71109 2.62116  Si2 1.490
16 H -0.53354 0.12303 3.42133  Si2 1.484

Summary:
- 2S+1: 1
- E_LUMO: 0.71 eV
- SMILES: [SiH3]C1=CC1([SiH3])[SiH3]
- Total charge: 0


Most stable: P (next structure +0.0116 hartree)


P:
Entry from the Open Molecules 2025 dataset: one molecule with the formula C5H12N2O2 (ωB97M-V with the def2-TZVPD basis set).

Each atom is followed by the atoms it is bonded to, with distances in Å.
CARTESIAN COORDINATES (ANGSTROEM)
1 O -0.40939 1.58151 -0.85198  C5 1.374, H10 0.966
2 O -0.03310 -2.42937 0.23987  N3 1.241
3 N 0.73609 -1.82869 -0.52701  O2 1.241, C9 1.412
4 N -1.65519 -0.33938 -0.30817  C5 1.417, C8 1.448, H20 1.022
5 C -0.49376 0.21087 -0.90403  O1 1.374, N4 1.417, C9 1.693, H21 1.095
6 C 1.02913 -0.06717 1.20412  C9 1.526, H11 1.090, H13 1.089, H15 1.089
7 C 2.08281 0.07118 -1.10555  C9 1.520, H16 1.088, H17 1.088, H18 1.087
8 C -2.34705 0.39125 0.73358  N4 1.448, H12 1.091, H14 1.098, H19 1.088
9 C 0.92757 -0.45412 -0.26855  N3 1.412, C5 1.693, C6 1.526, C7 1.520
10 H -0.51500 1.87965 0.06114  O1 0.966
11 H 1.99264 -0.40221 1.58680  C6 1.090
12 H -2.66831 1.35521 0.33705  C8 1.091
13 H 0.97229 1.01182 1.33983  C6 1.089
14 H -1.76251 0.55487 1.64843  C8 1.098
15 H 0.25045 -0.55959 1.78384  C6 1.089
16 H 2.00358 1.14967 -1.22478  C7 1.088
17 H 3.03151 -0.16246 -0.62719  C7 1.088
18 H 2.06575 -0.39792 -2.08582  C7 1.087
19 H -3.23365 -0.18067 0.99743  C8 1.088
20 H -1.51929 -1.32311 -0.06525  N4 1.022
21 H -0.45457 -0.06133 -1.96375  C5 1.095

Summary:
- 2S+1: 1
- E_LUMO (alpha / beta): -0.20 / -0.20 eV
- SMILES: CN[C@@H](O)C(C)(C)N=O
- Total charge: 0


Q:
Entry from the Open Molecules 2025 dataset: a 2-piece molecular cluster, C5H12N2O2 overall (ωB97M-V with the def2-TZVPD basis set).

Each atom is followed by the atoms it is bonded to, with distances in Å.
CARTESIAN COORDINATES (ANGSTROEM)
1 O -0.58028 -0.64544 1.88282  C7 1.202
2 O 1.27441 -0.25239 -1.09861  C9 1.371, H10 1.090
3 N -2.82686 -0.13916 -0.05886  C6 1.365, H14 1.010, H19 1.006
4 N 0.93318 1.35353 0.55141  C9 1.447, H12 1.013, H18 1.012
5 C -1.36820 0.34756 -1.92631  C6 1.360, H11 1.080, H17 1.080
6 C -1.90864 0.63282 -0.71106  N3 1.365, C5 1.360, H21 1.083
7 C 0.01860 -0.91257 0.87588  O1 1.202, C9 1.592, H20 1.109
8 C 2.45490 -0.61330 0.93698  C9 1.545, H13 1.089, H15 1.091, H16 1.091
9 C 1.19384 -0.03819 0.25332  O2 1.371, N4 1.447, C7 1.592, C8 1.545
10 H 0.31772 0.00681 -1.55159  O2 1.090
11 H -1.00511 1.16295 -2.53352  C5 1.080
12 H 0.63544 1.46995 1.51255  N4 1.013
13 H 2.52856 -1.68320 0.74504  C8 1.089
14 H -2.96328 -1.07131 -0.42370  N3 1.010
15 H 2.42449 -0.43538 2.01246  C8 1.091
16 H 3.32144 -0.11871 0.49471  C8 1.091
17 H -1.68378 -0.53912 -2.45645  C5 1.080
18 H 1.74682 1.92508 0.36558  N4 1.012
19 H -2.84184 -0.08252 0.94530  N3 1.006
20 H -0.07300 -1.89314 0.36571  C7 1.109
21 H -1.59841 1.52573 -0.18166  C6 1.083

Summary:
- 2S+1: 1
- E_LUMO: 0.94 eV
- SMILES: C[C@@](N)(O)C=O.C=CN
- Total charge: 0


Most stable: Q (next structure +0.0625 hartree)


P:
Entry from the Open Molecules 2025 dataset: a 2-piece molecular cluster, C5H12N2O2 overall (ωB97M-V with the def2-TZVPD basis set).

Each atom is followed by the atoms it is bonded to, with distances in Å.
CARTESIAN COORDINATES (ANGSTROEM)
1 O 1.97744 -1.21921 1.40856  C9 1.234
2 O 0.14372 1.53055 -1.81346  C7 1.354, H18 0.981
3 N 1.80968 -0.31325 -1.12647  N4 1.418, H13 1.017, H14 1.019
4 N 1.01796 0.25354 -0.09500  N3 1.418, C7 1.367, C9 1.453
5 C -1.59579 -1.05224 -0.21126  C6 1.428, H10 1.230, H12 1.090, H16 1.091
6 C -0.69963 -1.70738 0.68691  C5 1.428, H20 1.083, H21 1.082
7 C 0.01994 1.07282 -0.54495  O2 1.354, N4 1.367, C8 1.500
8 C -0.63287 2.03824 0.39889  C7 1.500, H15 1.088, H17 1.089, H19 1.094
9 C 1.03049 -0.46569 1.16694  O1 1.234, N4 1.453, H11 1.096
10 H -1.08744 0.01315 -0.55566  C5 1.230
11 H 0.50633 0.10799 1.94036  C9 1.096
12 H -2.54679 -0.71300 0.19892  C5 1.090
13 H 2.77361 -0.24874 -0.80777  N3 1.017
14 H 1.60590 -1.31195 -1.14726  N3 1.019
15 H -1.03907 1.53368 1.27281  C8 1.088
16 H -1.72380 -1.50222 -1.19664  C5 1.091
17 H -1.44441 2.54141 -0.12407  C8 1.089
18 H 0.82887 0.96300 -2.22591  O2 0.981
19 H 0.09459 2.78653 0.72703  C8 1.094
20 H -0.06820 -2.50565 0.31787  C6 1.083
21 H -0.97051 -1.80158 1.73015  C6 1.082

Summary:
- 2S+1: 1
- E_LUMO (alpha / beta): 0.54 / 0.54 eV
- Total charge: 0


Q:
Entry from the Open Molecules 2025 dataset: a 2-piece molecular cluster, C5H12N2O2 overall (ωB97M-V with the def2-TZVPD basis set).

Each atom is followed by the atoms it is bonded to, with distances in Å.
CARTESIAN COORDINATES (ANGSTROEM)
1 O -2.29625 -1.29391 1.04016  N4 1.282
2 O -2.73993 -2.29627 -0.80295  N4 1.202
3 N -1.01766 -0.96081 -0.70175  N4 1.277, C7 1.430
4 N -2.03091 -1.54431 -0.18883  O1 1.282, O2 1.202, N3 1.277
5 C -0.90888 1.08249 1.00096  C8 1.495, H10 1.092, H15 1.081, H21 1.090
6 C 1.23309 0.82670 -0.11308  C8 1.454, H13 1.148, H18 1.129, H20 1.094
7 C -0.89183 -1.24866 -2.09731  N3 1.430, H12 1.120, H17 1.078, H19 1.088
8 C 0.17911 0.13501 0.61078  C5 1.495, C6 1.454, C9 1.479
9 C 0.59433 -1.01376 1.44533  C8 1.479, H11 1.085, H14 1.115, H16 1.110
10 H -1.20022 1.56949 0.06830  C5 1.092
11 H 1.49962 -1.51394 1.11686  C9 1.085
12 H -1.91090 -1.17741 -2.55566  C7 1.120
13 H 1.13808 0.89577 -1.25501  C6 1.148
14 H 0.82384 -0.46995 2.39167  C9 1.115
15 H -0.79145 1.77614 1.82218  C5 1.081
16 H -0.34103 -1.60351 1.53656  C9 1.110
17 H -0.28815 -0.46038 -2.51699  C7 1.078
18 H 1.17334 1.81500 0.42883  C6 1.129
19 H -0.51225 -2.23246 -2.36629  C7 1.088
20 H 2.19737 0.31860 -0.02368  C6 1.094
21 H -1.80535 0.47073 1.10282  C5 1.090

Summary:
- 2S+1: 1
- E_LUMO: 0.08 eV
- Total charge: 0


R:
Entry from the Open Molecules 2025 dataset: a 2-piece molecular cluster, C5H12N2O2 overall (ωB97M-V with the def2-TZVPD basis set).

Each atom is followed by the atoms it is bonded to, with distances in Å.
CARTESIAN COORDINATES (ANGSTROEM)
1 O -0.92741 -2.11488 1.33367  C5 1.218
2 O 1.25363 -1.39727 0.80702  C5 1.509, H11 0.975
3 N -0.65356 0.52282 0.49370  C7 1.461, C8 1.457, H20 1.018
4 N 0.77266 2.08382 1.58046  C8 1.285, H19 1.019
5 C -0.17550 -1.73067 0.45566  O1 1.218, O2 1.509, C9 1.498
6 C 1.58344 1.23531 -0.51231  C8 1.506, H10 1.092, H12 1.093, H18 1.090
7 C -1.60813 0.96869 -0.51820  N3 1.461, H15 1.093, H16 1.091, H17 1.093
8 C 0.61900 1.21624 0.64480  N3 1.457, N4 1.285, C6 1.506
9 C -0.22423 -2.13897 -0.98454  C5 1.498, H13 1.090, H14 1.091, H21 1.093
10 H 1.74718 2.25417 -0.86971  C6 1.092
11 H 1.27789 -1.41192 1.78195  O2 0.975
12 H 2.53584 0.84592 -0.14411  C6 1.093
13 H -0.03509 -1.27928 -1.62744  C9 1.090
14 H 0.53266 -2.89891 -1.18295  C9 1.091
15 H -2.11192 1.87538 -0.17441  C7 1.093
16 H -1.12474 1.13378 -1.48202  C7 1.091
17 H -2.36514 0.19339 -0.66230  C7 1.093
18 H 1.26332 0.58794 -1.32925  C6 1.090
19 H -0.01962 2.09531 2.22174  N4 1.019
20 H -1.13238 0.51003 1.39221  N3 1.018
21 H -1.20788 -2.55087 -1.22396  C9 1.093

Summary:
- 2S+1: 1
- E_LUMO: 0.76 eV
- SMILES: [H]/N=C(/C)NC.CC(=O)O
- Total charge: 0


S:
Entry from the Open Molecules 2025 dataset: one molecule with the formula C5H12N2O2 (ωB97M-V with the def2-TZVPD basis set).

Each atom is followed by the atoms it is bonded to, with distances in Å.
CARTESIAN COORDINATES (ANGSTROEM)
1 O -0.47526 2.07501 -0.08941  C7 1.225
2 O 0.72431 -0.33345 1.18961  N4 1.435, C6 1.658
3 N -0.78869 -0.18710 -0.53470  C6 1.414, C7 1.423, H15 1.010
4 N 1.43954 0.84037 1.60168  O2 1.435, H10 1.021, H14 1.031
5 C 0.65250 -2.14571 -0.66241  C6 1.522, H11 1.095, H12 1.095, H13 1.095
6 C 0.54515 -0.64577 -0.42858  O2 1.658, N3 1.414, C5 1.522, C8 1.519
7 C -1.10950 1.04449 0.10143  O1 1.225, N3 1.423, C9 1.508
8 C 1.59961 0.10772 -1.22024  C6 1.519, H16 1.096, H20 1.090, H21 1.097
9 C -2.48204 1.04581 0.72595  C7 1.508, H17 1.092, H18 1.092, H19 1.093
10 H 1.04140 1.05252 2.51785  N4 1.021
11 H 1.63388 -2.50522 -0.33615  C5 1.095
12 H -0.10798 -2.69459 -0.09733  C5 1.095
13 H 0.53097 -2.39103 -1.72302  C5 1.095
14 H 1.09116 1.58266 0.97685  N4 1.031
15 H -1.48439 -0.91090 -0.42067  N3 1.010
16 H 1.57424 -0.18813 -2.27477  C8 1.096
17 H -2.48090 1.76830 1.54530  C9 1.092
18 H -3.22777 1.35502 -0.00984  C9 1.092
19 H -2.74255 0.05974 1.11874  C9 1.093
20 H 1.47672 1.18996 -1.17396  C8 1.090
21 H 2.58960 -0.11969 -0.80632  C8 1.097

Summary:
- 2S+1: 1
- E_LUMO: 0.81 eV
- SMILES: CC(=O)NC(C)(C)ON
- Total charge: 0


Most stable: R (next structure +0.0483 hartree)